The following is a quantum chemistry calculation of a structure of composition C17H26MoN2O3Si, from OMol25.

## Properties
Gap between HOMO and LUMO (alpha / beta) ... 7.3869 / 7.3864 eV
Charge ... +2
F_max ... 0.0246 hartree/bohr
Energy relative to the best compared isomer or geometry (same formula, charge and spin) ... 0.000 eV
Highest occupied orbital energy (alpha / beta) ... -15.44 / -15.44 eV
LUMO (alpha / beta) ... -8.05 / -8.05 eV
Energy ... -1355.7976 a.u.

The geometry in XYZ format:
```
50
Properties=species:S:1:pos:R:3:forces:R:3
Mo 0.5333 0.0409 -0.2280 0.8 0.9 -0.3
N -1.1089 -1.3311 0.2693 0.1 -0.1 0.0
C -2.3831 -0.6155 0.3365 -0.1 0.0 0.0
C -3.5924 -1.2271 0.5009 0.0 0.0 0.0
C -4.7708 -0.4520 0.5743 0.0 0.0 0.0
C -4.7122 0.9103 0.4945 0.0 0.0 0.0
C -3.4670 1.5612 0.3178 0.0 0.0 0.0
C -3.3206 2.9631 0.2211 0.0 0.0 0.0
C -2.0810 3.5171 0.0287 0.0 0.0 0.0
C -0.9746 2.6733 -0.0949 0.0 0.0 0.0
N -1.0702 1.3524 0.0063 -0.1 -0.2 -0.1
C -2.3020 0.7805 0.2253 0.0 0.1 0.0
H -0.9102 -1.7601 1.1733 0.0 -0.1 0.0
H -1.1550 -2.1064 -0.3927 0.0 0.0 0.0
H -3.6546 -2.3060 0.5819 0.0 0.0 0.0
H -5.7208 -0.9514 0.7022 0.0 0.0 0.0
H -5.6139 1.5050 0.5615 0.0 0.0 0.0
H -4.1982 3.5940 0.2957 0.0 0.0 0.0
H -1.9433 4.5853 -0.0519 0.0 0.0 0.0
H 0.0139 3.0720 -0.2868 0.0 0.0 0.0
C 1.7664 1.7534 3.8660 0.0 -0.1 0.0
C 1.9044 0.7415 2.7457 0.1 0.1 0.2
C 2.6741 -0.5032 3.1621 0.0 0.0 0.1
O 0.5960 0.3765 2.2162 -0.3 -0.4 0.1
C 2.5592 1.3638 1.5398 0.0 -0.2 -0.5
O 3.3228 2.2526 1.4642 0.1 0.0 0.1
O 2.1362 0.6866 0.3680 0.0 0.0 0.1
H 1.2979 1.2856 4.7335 0.0 0.0 0.0
H 1.1769 2.6143 3.5538 0.0 0.0 0.0
H 2.7528 2.1049 4.1638 0.0 0.0 0.0
H 2.1822 -0.9655 4.0190 0.0 0.0 0.0
H 3.6859 -0.2312 3.4615 0.0 0.0 0.0
H 2.7357 -1.2289 2.3515 0.0 0.0 0.0
H 0.0327 0.1380 2.9644 -0.1 0.1 -0.1
C 3.1312 -1.5652 -1.9726 0.1 0.1 0.1
Si 1.4724 -1.5845 -2.8080 0.0 -0.5 0.1
C 0.4856 -3.0635 -2.2219 -0.1 0.0 0.0
C 1.5141 -1.5013 -4.6536 0.0 0.2 0.0
C 0.5167 0.0192 -2.1946 -0.7 0.1 0.3
H 3.7156 -2.4357 -2.2785 0.0 0.0 0.0
H 3.0525 -1.6155 -0.8811 0.0 0.0 0.0
H 3.7108 -0.6717 -2.2127 0.0 0.0 0.0
H 0.8511 -3.9724 -2.7054 0.0 0.0 0.0
H -0.5757 -2.9892 -2.4807 0.0 0.0 0.0
H 0.5939 -3.2323 -1.1466 0.0 0.0 0.0
H 1.9800 -2.4159 -5.0286 0.0 0.0 0.0
H 2.0957 -0.6532 -5.0170 0.0 0.0 0.0
H 0.5117 -1.4359 -5.0792 0.0 0.0 0.0
H -0.5022 0.0162 -2.6062 0.1 0.0 -0.2
H 1.0551 0.9066 -2.5577 0.1 -0.1 0.0
```
Positions in Å, forces in eV/Å.